No. 1
Molecular formula: C6H10N8S2
Method: DFT, ωB97M-V/def2-TZVPD

Computed properties:
Net charge ... 0
LUMO ... 0.158 eV
2S+1 ... 1
E_tot ... -39970.0662 eV
Energy above the lowest of the compared OMol25 structures with the same formula, charge and spin ... 66.27 kcal per mole
HOMO energy ... -0.336 Eh
SMILES string ... CSc1nnnn1CCn1nnnc1SC

Last column: Löwdin charge in e.
Positions of all 26 atoms, in Å:
1 C -3.85 0.71 -0.66  -0.326
2 C -1.64 -0.39 0.74  -0.671
3 C -0.01 -2.11 0.43  -0.159
4 C 0.77 -1.79 -0.93  -0.086
5 C 2.13 0.15 -0.40  -0.735
6 C 1.24 2.81 -0.03  -0.345
7 H -4.69 0.27 -1.19  -0.015
8 H -4.02 1.19 0.37  0.050
9 H -3.08 1.31 -1.54  0.127
10 H 0.59 -2.74 1.20  0.161
11 H -0.88 -2.80 0.19  0.121
12 H 1.02 -2.58 -1.63  0.116
13 H 0.23 -1.01 -1.69  0.123
14 H 0.97 3.77 -0.44  0.028
15 H 2.44 2.83 -0.19  0.080
16 H 0.88 2.62 0.99  0.006
17 N -1.64 0.72 1.33  0.032
18 N -0.51 0.81 1.99  -0.051
19 N 0.28 -0.12 1.79  0.102
20 N -0.49 -0.96 1.01  -0.165
21 N 2.00 -1.09 -0.51  -0.175
22 N 3.08 -1.71 0.06  0.060
23 N 3.85 -0.71 0.46  -0.012
24 N 3.30 0.52 0.11  0.045
25 S -2.87 -0.97 -0.50  0.813
26 S 0.87 1.25 -0.98  0.875

***

No. 2
Molecular formula: C23H28AgN2O4Sb2
Method: DFT, ωB97M-V/def2-TZVPD

Computed properties:
Net charge ... -1
LUMO ... 2.482 eV
2S+1 ... 1
E_tot ... -52552.5934 eV
Energy above the lowest of the compared OMol25 structures with the same formula, charge and spin ... 0.00 kcal per mole
HOMO energy ... -0.172 Eh

Last column: Löwdin charge in e.
Positions of all 60 atoms, in Å:
1 Ag 0.67 -0.63 -1.89  0.532
2 C 0.38 2.68 -2.78  -0.316
3 Sb 0.79 2.54 -0.68  1.331
4 C 2.31 4.04 -0.73  -0.322
5 C -0.88 3.95 -0.19  -0.336
6 C -1.78 3.42 0.87  -0.300
7 C -1.78 4.02 2.14  -0.059
8 C -2.60 3.57 3.17  -0.105
9 C -3.47 2.51 2.94  -0.107
10 C -3.47 1.90 1.70  -0.089
11 C -2.63 2.32 0.67  -0.300
12 C -2.64 1.55 -0.62  -0.312
13 Sb -1.53 -0.33 -0.54  1.293
14 C -3.22 -1.65 -0.56  -0.331
15 C -1.12 -0.48 1.54  -0.298
16 H 0.01 3.68 -3.01  0.004
17 H -0.35 1.94 -3.10  -0.017
18 H 1.32 2.50 -3.31  -0.001
19 H 1.94 4.93 -1.24  0.001
20 H 3.14 3.62 -1.29  -0.004
21 H 2.64 4.30 0.28  -0.010
22 H -1.42 4.10 -1.13  0.047
23 H -0.45 4.91 0.11  0.047
24 H -1.12 4.86 2.31  0.104
25 H -2.57 4.06 4.13  0.093
26 H -4.13 2.16 3.72  0.093
27 H -4.14 1.07 1.52  0.106
28 H -2.23 2.12 -1.45  0.027
29 H -3.65 1.25 -0.88  0.059
30 H -3.94 -1.36 0.22  -0.004
31 H -2.88 -2.66 -0.36  -0.002
32 H -3.71 -1.62 -1.53  -0.003
33 H -2.03 -0.40 2.13  0.003
34 H -0.44 0.33 1.82  0.002
35 H -0.64 -1.44 1.72  -0.009
36 N 1.22 -3.80 -2.04  0.135
37 C 1.06 -4.16 -0.75  -0.267
38 C 0.49 -5.36 -0.35  -0.051
39 C 0.37 -5.70 1.00  -0.112
40 C 0.80 -4.88 2.00  -0.078
41 C 1.38 -3.63 1.65  -0.180
42 C 1.87 -2.71 2.60  -0.035
43 C 2.40 -1.52 2.19  -0.057
44 C 2.42 -1.22 0.81  -0.133
45 N 1.98 -2.05 -0.10  0.092
46 C 1.48 -3.26 0.29  -0.175
47 H 1.76 -2.99 -2.34  0.044
48 H 1.00 -4.48 -2.75  0.100
49 H 0.16 -6.06 -1.12  0.099
50 H -0.08 -6.66 1.25  0.095
51 H 0.72 -5.15 3.04  0.098
52 H 1.82 -2.96 3.65  0.111
53 H 2.79 -0.80 2.90  0.102
54 H 2.78 -0.27 0.43  0.091
55 O 3.75 1.64 -3.30  0.020
56 C 3.19 0.71 -2.73  -0.607
57 O 2.51 0.81 -1.64  -0.324
58 C 3.26 -0.74 -3.33  -0.603
59 O 4.33 -1.17 -3.73  0.024
60 O 2.14 -1.39 -3.35  -0.208

***

No. 3
Molecular formula: C38H70Cl2IN7O5S
Method: DFT, ωB97M-V/def2-TZVPD

Computed properties:
Net charge ... 0
LUMO ... 0.058 eV
2S+1 ... 1
E_tot ... -105185.0730 eV
Energy above the lowest of the compared OMol25 structures with the same formula, charge and spin ... 0.00 kcal per mole
HOMO energy ... -0.298 Eh
SMILES string ... C=C[C@]1(CCCCCN)[C@@H](I)[C@](C(=O)[O-])(c2ccccn2)[N@@+](N)(/C(Cl)=C(\C)Cl)[C@]1(CCN)CCCCS(=O)(=O)O.CCN(CC)CC.CCN(CC)CC

Last column: Löwdin charge in e.
Positions of all 124 atoms, in Å:
1 C -1.14 1.62 -2.71  0.041
2 C -2.12 0.75 -2.86  -0.131
3 C -2.63 -0.25 -1.82  -0.303
4 C -1.37 -1.04 -1.44  -0.154
5 C -0.61 -1.79 -2.55  -0.216
6 C 0.90 -1.54 -2.41  -0.200
7 C 1.49 -2.11 -1.11  -0.176
8 C 2.51 -1.25 -0.34  -0.263
9 N 2.39 0.21 -0.48  0.002
10 C -3.89 -0.91 -2.55  -0.574
11 I -3.64 -2.17 -4.26  1.068
12 C -5.02 -1.25 -1.54  -0.192
13 C -5.68 -2.69 -1.39  -0.715
14 O -5.98 -3.23 -2.45  -0.011
15 O -5.95 -2.97 -0.19  -0.030
16 C -6.32 -0.50 -2.01  -0.222
17 C -7.53 -0.71 -1.37  -0.015
18 C -8.66 -0.11 -1.87  -0.030
19 C -8.57 0.66 -3.01  -0.054
20 C -7.35 0.79 -3.59  -0.115
21 N -6.25 0.23 -3.11  0.104
22 N -4.40 -0.77 -0.20  -0.053
23 N -5.46 -0.26 0.68  0.085
24 C -3.76 -1.82 0.74  -0.619
25 Cl -3.76 -1.36 2.38  0.814
26 C -3.26 -3.02 0.42  -0.712
27 C -3.20 -3.73 -0.89  -0.111
28 Cl -2.60 -4.00 1.67  0.736
29 C -3.41 0.38 -0.58  -0.239
30 C -2.40 0.76 0.52  -0.133
31 C -2.84 1.68 1.67  -0.259
32 N -2.05 2.93 1.64  0.010
33 C -4.22 1.63 -0.95  -0.105
34 C -3.48 2.95 -1.26  -0.172
35 C -4.24 4.16 -0.68  -0.212
36 C -5.39 4.64 -1.57  -0.212
37 S -4.84 5.56 -3.00  0.598
38 O -3.50 6.02 -2.79  -0.263
39 O -5.86 6.49 -3.36  -0.273
40 O -4.77 4.45 -4.14  -0.152
41 H -0.63 1.82 -1.78  0.067
42 H -0.80 2.21 -3.56  0.081
43 H -2.54 0.66 -3.85  0.098
44 H -0.67 -0.30 -1.05  0.087
45 H -1.50 -1.70 -0.59  0.089
46 H -0.77 -2.86 -2.44  0.100
47 H -0.90 -1.48 -3.54  0.053
48 H 1.39 -2.02 -3.26  0.111
49 H 1.07 -0.47 -2.52  0.090
50 H 2.00 -3.04 -1.38  0.108
51 H 0.70 -2.43 -0.42  0.101
52 H 2.44 -1.46 0.72  0.088
53 H 3.53 -1.50 -0.63  0.098
54 H 2.86 0.50 -1.33  0.065
55 H 1.43 0.49 -0.62  0.038
56 H -4.26 -0.05 -3.08  0.008
57 H -7.60 -1.36 -0.52  0.119
58 H -9.62 -0.25 -1.38  0.118
59 H -9.45 1.12 -3.44  0.110
60 H -7.24 1.37 -4.50  0.114
61 H -5.98 0.40 0.12  0.078
62 H -6.04 -1.08 0.81  0.089
63 H -2.29 -4.32 -0.92  0.084
64 H -3.21 -3.10 -1.76  -0.004
65 H -4.03 -4.43 -0.95  0.107
66 H -1.92 -0.12 0.94  0.095
67 H -1.60 1.28 -0.01  0.098
68 H -3.90 1.92 1.65  0.098
69 H -2.66 1.15 2.60  0.079
70 H -2.49 3.62 2.24  0.071
71 H -1.14 2.76 2.05  0.075
72 H -4.86 1.40 -1.79  0.097
73 H -4.90 1.86 -0.13  0.098
74 H -2.46 3.00 -0.91  0.090
75 H -3.45 3.08 -2.34  0.094
76 H -3.52 4.96 -0.56  0.111
77 H -4.63 3.94 0.31  0.110
78 H -5.94 3.77 -1.95  0.099
79 H -6.07 5.29 -1.03  0.110
80 H -5.12 3.60 -3.83  0.067
81 C 6.58 0.08 0.04  -0.088
82 C 7.32 1.27 0.63  -0.274
83 N 6.78 2.55 0.21  -0.200
84 C 7.64 3.68 0.51  -0.252
85 C 7.94 3.99 1.98  -0.086
86 C 5.36 2.74 0.49  -0.243
87 C 4.88 2.58 1.93  -0.078
88 H 6.53 0.16 -1.05  0.081
89 H 7.11 -0.84 0.29  0.070
90 H 5.57 -0.01 0.43  0.044
91 H 8.36 1.24 0.31  0.118
92 H 7.33 1.16 1.73  0.101
93 H 7.22 4.56 0.03  0.110
94 H 8.60 3.49 0.01  0.109
95 H 7.08 4.43 2.49  0.054
96 H 8.75 4.72 2.04  0.069
97 H 8.25 3.11 2.54  0.066
98 H 4.80 2.04 -0.13  0.085
99 H 5.08 3.73 0.12  0.114
100 H 5.27 1.67 2.39  0.054
101 H 3.79 2.51 1.95  0.069
102 H 5.16 3.42 2.56  0.054
103 C 4.76 -5.78 4.61  -0.091
104 C 4.38 -4.31 4.43  -0.277
105 N 5.51 -3.48 4.06  -0.200
106 C 5.25 -2.06 4.19  -0.247
107 C 4.17 -1.44 3.28  -0.087
108 C 6.23 -3.88 2.86  -0.243
109 C 5.43 -4.01 1.55  -0.079
110 H 5.60 -5.87 5.30  0.080
111 H 3.92 -6.33 5.02  0.072
112 H 5.04 -6.25 3.66  0.064
113 H 4.00 -3.93 5.38  0.117
114 H 3.55 -4.25 3.71  0.102
115 H 6.19 -1.52 4.03  0.110
116 H 4.97 -1.87 5.23  0.110
117 H 4.51 -1.38 2.25  0.036
118 H 3.94 -0.43 3.61  0.069
119 H 3.24 -2.01 3.30  0.066
120 H 6.70 -4.84 3.06  0.101
121 H 7.05 -3.18 2.72  0.112
122 H 4.51 -4.58 1.69  0.066
123 H 6.04 -4.54 0.81  0.073
124 H 5.17 -3.04 1.13  0.041

***

No. 4
Molecular formula: C4H10OS2
Method: DFT, ωB97M-V/def2-TZVPD

Computed properties:
Net charge ... 0
LUMO ... 0.744 eV
2S+1 ... 1
E_tot ... -28026.6464 eV
Energy above the lowest of the compared OMol25 structures with the same formula, charge and spin ... 44.86 kcal per mole
HOMO energy ... -0.328 Eh
SMILES string ... CSSCCCO

Last column: Löwdin charge in e.
Positions of all 17 atoms, in Å:
1 C 1.15 -0.02 -1.47  -0.285
2 C 2.58 0.32 -1.19  -0.302
3 O 3.41 -0.45 -2.07  -0.083
4 C 0.34 0.64 -0.43  -0.601
5 S -0.19 -0.22 1.06  0.490
6 S -2.12 -0.59 0.69  0.379
7 C -2.81 0.92 1.69  -0.373
8 H 1.03 -1.17 -1.41  0.138
9 H 1.03 0.28 -2.57  0.154
10 H 2.89 -0.03 -0.20  0.123
11 H 2.66 1.43 -1.41  0.146
12 H 2.82 -1.16 -2.35  0.069
13 H 0.78 1.55 0.04  0.081
14 H -0.54 1.16 -0.73  0.047
15 H -2.54 1.73 1.06  -0.011
16 H -2.05 0.66 2.48  -0.021
17 H -3.88 0.96 2.01  0.051

***

No. 5
Molecular formula: C12H18F6MgN6P
Method: DFT, ωB97M-V/def2-TZVPD

Computed properties:
Net charge ... +1
LUMO ... -2.580 eV
2S+1 ... 1
E_tot ... -52718.5048 eV
Energy above the lowest of the compared OMol25 structures with the same formula, charge and spin ... 0.00 kcal per mole
HOMO energy ... -0.479 Eh

Last column: Löwdin charge in e.
Positions of all 44 atoms, in Å:
1 Mg 0.08 -0.43 0.30  0.330
2 P -2.50 3.03 -0.03  0.166
3 F -1.74 3.06 1.40  -0.161
4 F -3.75 2.29 0.69  -0.164
5 F -3.07 4.53 0.31  -0.164
6 F -3.37 3.12 -1.41  -0.166
7 F -1.17 3.68 -0.73  -0.176
8 F -1.93 1.60 -0.49  -0.191
9 C -2.11 -1.72 -3.61  -0.013
10 C -1.49 -1.19 -2.40  -0.155
11 N -1.07 -0.75 -1.44  0.159
12 H -2.50 -0.85 -4.14  0.107
13 H -3.00 -2.24 -3.27  0.100
14 H -1.46 -2.26 -4.28  0.094
15 C 1.84 3.60 -1.03  -0.012
16 C 1.30 2.36 -0.45  -0.160
17 N 0.81 1.46 0.05  0.152
18 H 1.61 4.40 -0.33  0.105
19 H 1.41 3.69 -2.02  0.100
20 H 2.92 3.50 -1.10  0.086
21 C 3.84 -0.36 3.28  -0.024
22 C 2.63 -0.56 2.47  -0.163
23 N 1.68 -0.70 1.85  0.134
24 H 3.70 0.35 4.10  0.095
25 H 4.64 0.05 2.66  0.090
26 H 4.16 -1.32 3.67  0.092
27 C 3.94 -0.95 -2.60  -0.022
28 C 2.81 -1.00 -1.66  -0.167
29 N 1.93 -1.03 -0.93  0.149
30 H 3.47 -0.73 -3.57  0.095
31 H 4.40 -1.92 -2.74  0.093
32 H 4.66 -0.17 -2.37  0.092
33 C -3.18 0.83 3.30  -0.016
34 C -2.04 0.46 2.48  -0.162
35 N -1.12 0.15 1.88  0.142
36 H -3.70 -0.03 3.72  0.093
37 H -3.92 1.31 2.66  0.083
38 H -2.91 1.49 4.12  0.101
39 C -1.10 -4.93 0.16  -0.016
40 C -0.81 -3.51 0.42  -0.161
41 N -0.51 -2.46 0.74  0.149
42 H -0.87 -5.44 1.09  0.100
43 H -0.41 -5.36 -0.57  0.094
44 H -2.12 -5.07 -0.19  0.093

***

No. 6
Molecular formula: C5H10NO2S
Method: DFT, ωB97M-V/def2-TZVPD

Computed properties:
Net charge ... +1
LUMO ... -6.275 eV
2S+1 ... 1
E_tot ... -21755.9033 eV
Energy above the lowest of the compared OMol25 structures with the same formula, charge and spin ... 110.16 kcal per mole
HOMO energy ... -0.510 Eh

Last column: Löwdin charge in e.
Positions of all 19 atoms, in Å:
1 C 0.25 1.60 -0.49  -0.158
2 C 1.84 0.60 0.41  -0.036
3 C -0.73 -0.33 0.99  -0.178
4 C -1.95 -0.82 0.18  -0.227
5 C 0.34 0.51 0.46  -0.036
6 N 1.69 1.69 -0.64  -0.001
7 O -0.04 -1.19 -1.49  -0.300
8 O -0.63 -3.22 0.06  -0.440
9 S -1.29 -2.28 -0.86  1.045
10 H -0.37 1.27 -1.41  0.170
11 H -0.30 2.59 -0.10  0.220
12 H 2.47 1.00 1.26  0.180
13 H 2.17 -0.27 -0.11  0.129
14 H -0.30 -1.26 1.38  0.126
15 H -1.12 0.18 1.86  0.156
16 H -2.62 -1.20 0.82  0.044
17 H -2.33 0.06 -0.51  0.152
18 H 0.83 -1.51 -1.37  0.030
19 H 2.09 2.60 -0.43  0.123

***

No. 7
Molecular formula: C3BrF9Si
Method: DFT, ωB97M-V/def2-TZVPD

Computed properties:
Net charge ... 0
LUMO (alpha / beta) ... -2.806 / -3.916 eV
2S+1 ... 1
E_tot ... -105485.5978 eV
HOMO energy (alpha / beta) ... -0.429 / -0.368 Eh

Last column: Löwdin charge in e.
Positions of all 14 atoms, in Å:
1 C 0.28 -0.37 1.72  -0.631
2 C 1.27 -1.06 -1.55  -0.700
3 C -0.59 1.42 -0.45  -0.665
4 F -0.82 0.15 2.24  0.087
5 F 1.30 0.50 1.95  0.085
6 F 0.55 -1.53 2.45  0.049
7 F 2.05 -0.05 -1.89  0.127
8 F 2.05 -2.01 -0.98  0.077
9 F 0.83 -1.67 -2.68  0.075
10 F 0.55 1.98 -0.03  0.090
11 F -1.61 1.75 0.41  0.048
12 F -0.85 1.91 -1.66  0.120
13 Si -0.18 -0.57 -0.25  1.215
14 Br -4.84 -0.46 0.73  0.023

***

No. 8
Molecular formula: C16H26Cl2CsN6OS4
Method: DFT, ωB97M-V/def2-TZVPD

Computed properties:
Net charge ... -1
LUMO ... 1.863 eV
2S+1 ... 1
E_tot ... -96938.6109 eV
Energy above the lowest of the compared OMol25 structures with the same formula, charge and spin ... 0.00 kcal per mole
HOMO energy ... -0.100 Eh

Last column: Löwdin charge in e.
Positions of all 56 atoms, in Å:
1 Cs 1.81 0.29 0.17  0.697
2 O 1.89 -7.14 2.39  -0.123
3 C 2.03 -6.01 1.97  -1.077
4 S 2.90 -4.73 2.80  0.888
5 C 2.59 -3.40 1.67  -1.218
6 C 1.91 -3.74 0.55  -1.225
7 S 1.47 -2.77 -0.85  0.202
8 S 1.41 -5.43 0.43  0.886
9 S 3.24 -1.86 2.20  0.255
10 Cl -0.34 2.11 -3.16  0.499
11 C -1.47 0.74 -3.11  -1.000
12 Cl -0.80 -0.65 -2.27  0.526
13 H -1.69 0.46 -4.13  0.024
14 H -2.36 1.07 -2.59  -0.001
15 C -2.26 3.58 4.43  -0.061
16 N -2.61 2.63 3.39  -0.093
17 C -4.03 2.35 3.29  -0.149
18 C -4.17 1.85 1.87  -0.147
19 N -3.14 2.62 1.20  -0.108
20 C -2.80 2.23 -0.15  -0.075
21 C -2.09 2.80 2.10  -0.379
22 N -0.91 3.04 1.70  0.103
23 C 0.25 2.94 2.56  -0.243
24 C 0.32 1.68 3.44  -0.269
25 N -0.02 0.53 2.65  0.008
26 C -0.06 -0.66 3.12  -0.408
27 N 0.22 -1.16 4.38  -0.071
28 C 1.29 -0.62 5.20  -0.071
29 C 0.27 -2.63 4.30  -0.142
30 C -0.57 -2.94 3.07  -0.118
31 N -0.48 -1.71 2.32  -0.096
32 C -1.33 -1.52 1.18  -0.093
33 H -2.63 3.21 5.39  0.091
34 H -2.70 4.56 4.24  0.094
35 H -1.18 3.70 4.51  0.060
36 H -4.62 3.28 3.43  0.117
37 H -4.35 1.63 4.04  0.121
38 H -5.16 2.04 1.44  0.118
39 H -3.96 0.77 1.81  0.122
40 H -3.69 2.30 -0.78  0.088
41 H -2.40 1.21 -0.20  0.072
42 H -2.04 2.91 -0.53  0.073
43 H 0.39 3.83 3.20  0.098
44 H 1.11 2.93 1.89  0.070
45 H -0.34 1.78 4.31  0.093
46 H 1.35 1.65 3.83  0.105
47 H 1.11 0.41 5.48  0.061
48 H 2.26 -0.71 4.68  0.056
49 H 1.33 -1.21 6.12  0.087
50 H -0.13 -3.08 5.21  0.120
51 H 1.30 -2.95 4.16  0.062
52 H -1.62 -3.16 3.33  0.120
53 H -0.16 -3.78 2.50  0.104
54 H -1.02 -2.19 0.38  0.033
55 H -1.24 -0.49 0.84  0.030
56 H -2.39 -1.71 1.44  0.087